Record 1
{
  "formula": "C48H39BClN5O2P2PbS3",
  "method": "ωB97M-V with the def2-TZVPD basis set",
  "e_above_lowest_kcal_mol": 12.45,
  "largest_force_ev_per_a": 0.756,
  "total_charge": -2,
  "e_tot_ev": -131489.531,
  "homo_ev": -1.4,
  "lumo_ev": 3.18,
  "homo_lumo_gap_ev": 4.54,
  "elements": ["Pb", "S", "C", "C", "N", "C", "S", "C", "N", "C", "N", "C", "P", "C", "C", "C", "C", "C", "C", "C", "C", "C", "C", "C", "C", "C", "C", "C", "C", "C", "C", "P", "C", "C", "C", "C", "C", "C", "C", "C", "C", "C", "C", "C", "H", "H", "H", "H", "H", "H", "H", "H", "H", "H", "H", "H", "H", "H", "H", "H", "H", "H", "H", "H", "H", "H", "H", "H", "H", "H", "H", "H", "H", "Cl", "O", "B", "O", "C", "C", "C", "C", "C", "C", "H", "H", "H", "H", "N", "C", "S", "C", "C", "C", "N", "C", "C", "H", "H", "H", "H", "H", "H"],
  "positions_angstrom": [[2.2858, 0.5512, 0.9010], [4.4533, 2.1753, 1.6105], [3.8289, 3.7654, 1.2115], [4.8439, 4.7910, 1.1321], [5.6609, 5.6039, 1.0940], [2.5339, 4.1450, 1.0115], [1.0828, 3.1870, 1.1812], [2.2848, 5.5197, 0.6318], [2.0491, 6.5989, 0.3009], [-2.8515, 0.6482, 1.0211], [-3.1501, 0.2954, -0.3586], [-2.4242, 1.0639, -1.3723], [-0.5558, 0.7952, -1.5024], [-0.1713, 2.2738, -2.5258], [-0.9777, 2.7952, -3.5390], [-0.5923, 3.9326, -4.2331], [0.6083, 4.5658, -3.9251], [1.4231, 4.0528, -2.9277], [1.0323, 2.9133, -2.2334], [-0.5584, -0.5278, -2.7827], [0.0176, -0.3976, -4.0450], [0.0680, -1.4812, -4.9169], [-0.4570, -2.7088, -4.5384], [-1.0297, -2.8501, -3.2792], [-1.0700, -1.7746, -2.4070], [-4.4201, -0.1793, -0.7074], [-4.5768, -0.9519, -1.8672], [-5.8134, -1.4622, -2.2204], [-6.9368, -1.2218, -1.4355], [-6.7943, -0.4526, -0.2912], [-5.5573, 0.0667, 0.0705], [-1.2314, -0.0757, 1.6087], [-1.3570, 0.6680, 3.3034], [-1.2565, 2.0614, 3.3694], [-1.2753, 2.7268, 4.5854], [-1.3810, 2.0094, 5.7693], [-1.4633, 0.6254, 5.7198], [-1.4532, -0.0394, 4.4999], [-1.6915, -1.8082, 2.0007], [-0.7027, -2.5790, 2.6209], [-0.9461, -3.8894, 2.9923], [-2.1764, -4.4746, 2.7092], [-3.1479, -3.7387, 2.0495], [-2.9081, -2.4117, 1.7005], [-3.6286, 0.3011, 1.6958], [-2.7684, 1.7369, 1.1197], [-2.5407, 2.1383, -1.1636], [-2.8803, 0.8574, -2.3368], [-1.9082, 2.3060, -3.8065], [-1.2285, 4.3267, -5.0174], [0.9018, 5.4606, -4.4610], [2.3536, 4.5442, -2.6722], [1.6566, 2.5239, -1.4349], [0.4371, 0.5527, -4.3535], [0.5261, -1.3624, -5.8929], [-0.4097, -3.5551, -5.2138], [-1.4184, -3.8107, -2.9637], [-1.4629, -1.9090, -1.4047], [-3.7061, -1.1759, -2.4728], [-5.8955, -2.0739, -3.1116], [-7.9020, -1.6275, -1.7119], [-7.6581, -0.2361, 0.3271], [-5.4803, 0.6831, 0.9553], [-1.1180, 2.6385, 2.4616], [-1.1784, 3.8054, 4.6031], [-1.3826, 2.5243, 6.7228], [-1.5273, 0.0526, 6.6382], [-1.5144, -1.1201, 4.4926], [0.2741, -2.1396, 2.7909], [-0.1676, -4.4585, 3.4867], [-2.3656, -5.5046, 2.9884], [-4.1015, -4.1896, 1.8001], [-3.6857, -1.8700, 1.1774], [1.1334, -2.0802, -0.0962], [3.3076, -2.0712, 2.9789], [2.6168, -0.8230, 3.0122], [2.0039, -0.7350, 4.2971], [2.2909, -1.8839, 4.9683], [1.9120, -2.2620, 6.2362], [2.3463, -3.5138, 6.6850], [3.1217, -4.3360, 5.8756], [3.5036, -3.9355, 4.5907], [3.0781, -2.6976, 4.1647], [1.3052, -1.6098, 6.8518], [2.0722, -3.8476, 7.6788], [3.4350, -5.3056, 6.2439], [4.1046, -4.5677, 3.9502], [3.9566, -0.3082, -6.6169], [4.4140, 0.7042, -5.8510], [5.2037, 1.9757, -6.5477], [4.1216, 0.5872, -4.3908], [3.3656, -0.4652, -3.8816], [3.1631, -0.5651, -2.5138], [3.6719, 0.3102, -1.6501], [4.3646, 1.3426, -2.1299], [4.6090, 1.5214, -3.4853], [4.2634, -0.2936, -7.5754], [3.7795, -1.2074, -6.2027], [2.9123, -1.2145, -4.5168], [2.5505, -1.3543, -2.0798], [4.7394, 2.0452, -1.3896], [5.1871, 2.3656, -3.8348]],
  "forces_ev_per_a": [[-0.3028, -0.1943, 0.1637], [-0.0263, 0.2340, 0.0212], [0.2874, -0.0004, -0.1270], [-0.1869, -0.1018, -0.0227], [0.0459, -0.0476, -0.0234], [-0.2397, 0.2070, -0.0274], [0.1407, 0.2327, 0.2595], [0.0477, -0.2022, 0.1017], [-0.0057, -0.0012, 0.0108], [0.0610, -0.0211, -0.3347], [0.2022, -0.2306, -0.1341], [0.0287, 0.0179, 0.0601], [-0.1292, -0.0138, -0.2954], [0.0471, -0.0192, 0.0156], [0.0089, 0.0068, -0.0281], [0.0281, 0.0089, 0.0178], [-0.0358, -0.0451, 0.0132], [-0.0278, -0.0293, -0.0349], [0.0733, -0.0339, -0.0482], [-0.0388, 0.0091, 0.0229], [-0.0855, -0.0112, 0.0003], [-0.0214, -0.0228, 0.0507], [0.0006, 0.0486, 0.0130], [-0.0394, 0.0243, -0.0395], [0.0108, 0.0078, 0.0026], [0.0129, 0.0833, 0.0827], [-0.0038, -0.0233, -0.0808], [0.0077, 0.0327, 0.0105], [0.0298, 0.0188, 0.0175], [0.0296, -0.0065, -0.0166], [-0.0164, -0.0298, -0.0029], [0.1083, 0.0146, 0.7484], [0.0479, 0.0971, -0.0275], [0.0016, -0.0283, -0.0064], [-0.0288, -0.0304, 0.0028], [-0.0007, -0.0210, -0.0302], [-0.0103, 0.0276, -0.0106], [-0.0641, -0.0364, 0.0126], [-0.0102, -0.0172, -0.1054], [0.0517, 0.0692, -0.0843], [-0.0501, -0.0098, 0.0067], [0.0431, 0.0437, -0.0042], [0.0129, 0.0399, -0.0054], [-0.0296, -0.0362, 0.0163], [-0.1046, -0.0124, -0.0347], [-0.0162, 0.0258, 0.1435], [-0.0159, 0.0227, -0.0054], [-0.0367, 0.0756, -0.0342], [0.0088, -0.0079, 0.0318], [0.0016, 0.0043, 0.0072], [0.0070, -0.0112, 0.0076], [-0.0074, 0.0055, 0.0106], [-0.0717, 0.0634, -0.0889], [0.0061, -0.0032, 0.0195], [-0.0107, 0.0211, -0.0189], [-0.0014, -0.0007, -0.0025], [0.0064, 0.0078, 0.0199], [0.0391, -0.0224, -0.0382], [-0.0297, -0.0065, 0.0319], [0.0077, 0.0215, 0.0044], [0.0132, -0.0002, 0.0026], [0.0199, -0.0128, 0.0083], [-0.0126, -0.0029, 0.0070], [-0.0138, 0.0017, 0.0696], [0.0124, -0.0087, -0.0126], [0.0133, -0.0042, -0.0033], [-0.0082, -0.0053, -0.0109], [0.0077, 0.0188, -0.0167], [-0.0558, -0.0445, 0.0111], [0.0041, 0.0157, -0.0213], [-0.0064, 0.0004, -0.0125], [0.0025, -0.0061, 0.0020], [-0.0075, 0.0358, 0.0203], [0.1330, -0.3087, -0.0420], [-0.0709, 0.0557, 0.0998], [-0.0261, -0.0663, 0.0403], [-0.0003, 0.0125, -0.0863], [-0.0241, 0.1494, -0.0095], [-0.0203, -0.0569, 0.0911], [-0.0195, 0.0529, -0.0484], [0.0053, 0.0377, -0.0632], [0.0179, -0.0853, 0.0682], [0.0538, 0.0484, -0.1558], [0.0064, -0.0155, -0.0227], [-0.0118, 0.0017, -0.0187], [0.0033, 0.0120, -0.0001], [-0.0028, 0.0133, 0.0035], [0.2513, -0.1197, -0.0714], [-0.0928, 0.1393, 0.0723], [-0.0411, 0.0189, 0.0656], [0.0287, -0.0502, -0.0288], [0.0602, -0.0596, -0.0550], [-0.1050, -0.0142, 0.0685], [0.2703, 0.0129, -0.2013], [0.0025, -0.0464, -0.1184], [0.0973, 0.1093, 0.0975], [-0.0564, -0.0141, -0.0151], [-0.1322, 0.0115, 0.0159], [-0.0840, 0.0232, 0.0781], [0.0480, -0.0014, -0.0076], [-0.0009, -0.0382, -0.0143], [-0.0156, -0.0043, -0.0007]],
  "mulliken_charge": [0.575, -0.442, 0.698, -0.066, -0.608, 0.454, -0.393, -0.264, -0.668, -2.038, 1.293, -2.180, 2.386, -0.571, 0.288, -0.717, -0.715, -0.850, 0.155, 0.762, -0.722, -0.506, -0.779, -0.973, -0.813, -0.067, -0.050, -0.813, -0.508, -0.612, 0.024, 1.094, 1.156, -0.680, -0.920, -0.594, -0.569, -0.544, 0.500, -0.968, -0.597, -0.691, -0.647, -0.486, 0.677, 0.416, 0.390, 0.608, 0.283, 0.415, 0.350, 0.578, 0.185, 0.367, 0.473, 0.334, 0.479, 0.577, 0.271, 0.399, 0.364, 0.374, 0.353, 0.196, 0.437, 0.342, 0.423, 0.344, 0.674, 0.518, 0.337, 0.415, 0.202, -0.659, -0.519, 0.221, -0.368, 0.611, -0.942, -0.480, -0.429, -0.995, 0.824, 0.464, 0.370, 0.361, 0.451, -0.304, 0.095, -0.420, 1.498, -0.652, -0.571, -0.166, -0.415, -0.605, 0.222, 0.222, -0.073, 0.304, 0.405, 0.436]
}

Record 2
{
  "formula": "C26H36N4O6S",
  "method": "ωB97M-V with the def2-TZVPD basis set",
  "e_above_lowest_kcal_mol": 3.20,
  "smiles": "CCOC(=O)N1CCN(C(=O)c2cn(CC)c3ccc(S(=O)(=O)N4C[C@H](C)C[C@H](C)C4)cc3c2=O)CC1",
  "largest_force_ev_per_a": 1.072,
  "total_charge": 0,
  "e_tot_ev": -56628.771,
  "homo_ev": -8.6,
  "lumo_ev": 0.10,
  "homo_lumo_gap_ev": 8.68,
  "elements": ["C", "C", "O", "C", "O", "N", "C", "C", "N", "C", "O", "C", "C", "N", "C", "C", "C", "C", "C", "C", "S", "O", "O", "N", "C", "C", "C", "C", "C", "C", "C", "C", "C", "C", "O", "C", "C", "H", "H", "H", "H", "H", "H", "H", "H", "H", "H", "H", "H", "H", "H", "H", "H", "H", "H", "H", "H", "H", "H", "H", "H", "H", "H", "H", "H", "H", "H", "H", "H", "H", "H", "H", "H"],
  "positions_angstrom": [[-7.1831, -1.4358, 1.9272], [-6.6155, -1.0937, 0.5573], [-6.1428, 0.2491, 0.4939], [-4.9366, 0.4838, 1.0320], [-4.2569, -0.3609, 1.5769], [-4.5880, 1.7980, 0.9496], [-5.2199, 2.6695, -0.0206], [-4.5639, 2.4369, -1.4051], [-3.2590, 1.8377, -1.2050], [-3.1265, 0.5142, -1.4887], [-3.9819, -0.1104, -2.0936], [-1.8884, -0.1815, -1.0232], [-2.0985, -1.3653, -0.3891], [-1.1291, -2.1720, 0.0838], [-1.4416, -3.3397, 0.9016], [-2.9057, -3.4783, 1.2919], [0.1845, -1.8819, -0.2121], [1.2372, -2.7352, 0.1616], [2.5376, -2.4294, -0.1692], [2.8238, -1.2789, -0.8913], [4.5361, -0.8781, -1.2486], [5.3221, -2.0591, -1.0398], [4.6138, -0.2041, -2.5076], [4.9600, 0.2119, -0.0682], [5.0105, -0.3069, 1.2757], [5.8632, 0.6149, 2.1513], [5.9247, 0.0927, 3.5827], [5.2850, 2.0302, 2.0932], [5.2007, 2.5216, 0.6465], [4.5935, 3.9177, 0.5633], [4.3723, 1.5253, -0.1684], [1.8167, -0.4264, -1.2652], [0.4900, -0.7054, -0.9269], [-0.5442, 0.2715, -1.3177], [-0.2580, 1.3485, -1.8262], [-2.5257, 2.4937, -0.1483], [-3.2024, 2.1491, 1.1999], [-7.5830, -2.4457, 1.9133], [-6.3998, -1.3751, 2.6786], [-7.9781, -0.7417, 2.1888], [-5.7948, -1.7724, 0.3048], [-7.3845, -1.1499, -0.2154], [-6.2874, 2.4617, -0.0539], [-5.0672, 3.6966, 0.3202], [-4.4551, 3.3790, -1.9490], [-5.1511, 1.7373, -2.0025], [-3.1148, -1.6744, -0.2167], [-0.8451, -3.2652, 1.8175], [-1.1283, -4.2381, 0.3569], [-3.2769, -2.5728, 1.7665], [-3.5259, -3.7164, 0.4310], [-2.9917, -4.2981, 2.0013], [1.0424, -3.6475, 0.6998], [3.3530, -3.0817, 0.1005], [5.4498, -1.3030, 1.2130], [3.9967, -0.3886, 1.7043], [6.8729, 0.6333, 1.7305], [6.5440, 0.7423, 4.1964], [4.9284, 0.0563, 4.0189], [6.3471, -0.9087, 3.6054], [5.9086, 2.7085, 2.6789], [4.2841, 2.0303, 2.5335], [6.2104, 2.5409, 0.2257], [3.5823, 3.9185, 0.9650], [4.5516, 4.2531, -0.4697], [5.1906, 4.6258, 1.1330], [4.3696, 1.7904, -1.2257], [3.3340, 1.5210, 0.2033], [2.0244, 0.4616, -1.8421], [-2.5729, 3.5686, -0.3410], [-1.4807, 2.1990, -0.1583], [-2.7298, 1.2864, 1.6725], [-3.1651, 3.0002, 1.8863]],
  "forces_ev_per_a": [[0.2077, 0.2500, -0.2633], [-0.0761, -0.5303, 0.1267], [0.0526, 0.3155, -0.0293], [-0.1395, 0.2603, 0.2002], [0.0912, -0.4606, 0.0593], [-0.1982, 0.0179, 0.0791], [-0.1462, 0.0400, -0.1228], [-0.2453, -0.0328, -0.2367], [-0.0377, 0.1638, -0.2091], [0.2657, 0.0104, -0.1137], [-0.2422, -0.2856, -0.0160], [0.1004, -0.0208, -0.1090], [-0.0757, 0.3240, -0.0609], [-0.1804, 0.0350, -0.0914], [-0.1032, -0.4590, 0.2688], [0.2207, 0.1057, -0.0691], [0.5769, 0.3625, -0.2846], [-0.0328, -0.0533, 0.0644], [-0.0737, -0.1287, 0.0788], [0.6505, 0.1719, -0.1566], [0.0715, 0.0364, 0.1038], [-0.2194, -0.0339, 0.2653], [-0.2972, 0.2175, 0.0881], [-0.0633, -0.6698, -0.8351], [0.3337, -0.2954, 0.4787], [-0.3078, -0.0007, 0.1664], [0.0363, 0.0426, -0.3296], [0.3852, -0.1297, -0.3357], [-0.3136, 0.0258, 0.1535], [0.1532, -0.2838, -0.0685], [0.0385, 0.5922, -0.2382], [-0.1313, 0.0380, -0.0490], [0.2289, -0.1571, 0.0761], [-0.1902, -0.0646, 0.1570], [0.0377, -0.0331, -0.0865], [0.1388, -0.0497, 0.2869], [0.1678, -0.0364, 0.1666], [-0.0743, -0.1200, 0.0175], [0.0159, -0.0334, 0.0642], [-0.1075, 0.0178, 0.0401], [-0.1357, 0.0937, -0.0567], [0.1295, -0.0133, 0.0579], [0.0971, 0.1565, -0.0217], [-0.0581, -0.0417, -0.0146], [-0.0377, -0.0215, 0.0167], [0.0544, 0.1835, 0.0873], [-0.0275, -0.0529, 0.0621], [-0.0031, -0.0558, -0.1401], [0.0666, 0.0889, 0.1241], [-0.0949, 0.0369, 0.0216], [-0.1120, 0.0082, -0.0496], [0.0202, -0.0700, 0.0135], [-0.0361, -0.0704, 0.0463], [0.0212, -0.1552, 0.0748], [-0.0268, 0.0145, 0.2169], [0.0292, 0.0094, 0.0300], [-0.0063, -0.0166, -0.0343], [0.0480, 0.0413, 0.1031], [-0.1210, -0.0093, 0.0926], [0.0503, -0.1348, 0.0855], [-0.0266, 0.0514, 0.0755], [-0.1053, 0.0231, 0.0761], [-0.0043, -0.0321, -0.0249], [-0.1389, 0.0374, 0.0562], [-0.0390, 0.1191, -0.1138], [0.0258, 0.1026, 0.0517], [-0.0958, 0.1788, 0.0751], [0.0032, 0.0444, 0.0048], [-0.0592, 0.1268, -0.0549], [0.0816, -0.0525, -0.0129], [-0.0607, 0.1222, -0.0114], [-0.0101, 0.1808, -0.0613], [0.0543, -0.0418, -0.0118]],
  "mulliken_charge": [-1.176, -0.103, -0.374, 0.756, -0.648, 0.084, -0.707, -0.873, 0.070, 0.414, -0.700, -0.258, -0.101, 0.157, -0.557, -1.662, 0.673, -0.838, -0.995, -0.513, 1.297, -0.741, -0.731, 0.161, -1.057, 0.816, -1.741, -1.211, 0.749, -1.735, -1.076, -0.042, -0.145, 0.671, -0.759, -0.413, -0.901, 0.403, 0.305, 0.320, 0.061, 0.414, 0.372, 0.374, 0.401, 0.437, 0.658, 0.530, 0.458, 0.346, 0.374, 0.473, 0.415, 0.562, 0.514, 0.294, 0.271, 0.432, 0.361, 0.434, 0.436, 0.261, 0.310, 0.356, 0.436, 0.432, 0.482, 0.317, 0.681, 0.447, 0.116, 0.413, 0.316]
}